[1]
111
Properties=species:S:1:pos:R:3 method="wB97M-V/def2-TZVPD" smiles="CC(C)C[C@@H](C[C@H](C)O)O[C@@H](CCCSC(=S)n1ccnc1)[C@@H](O[C@H](Cl)[C@@H](C)F)S(C)(=O)=O.CCOC(C)=O.CCOC(C)=O.CCOC(C)=O" homo_lumo_gap_ev=7.78 lumo_energy_ev=-0.92
C -1.526 1.147 8.262
C -0.264 -2.199 3.360
H 3.754 1.988 0.765
C 1.901 1.509 1.715
C 3.384 -0.861 4.279
O -0.197 -1.135 0.696
C 5.317 -3.943 -3.017
C 1.469 0.348 -0.357
H 3.473 0.518 -0.993
H -6.619 2.574 -1.356
C 2.450 3.552 0.130
H 0.514 -2.964 0.061
O -7.083 0.368 -2.817
C -8.720 0.544 -1.018
C -0.058 0.978 7.931
C -7.321 0.132 -1.427
H 2.418 0.915 -3.066
H 3.539 -0.561 5.317
H -0.616 -0.365 -6.667
H -9.456 0.025 -1.631
H 3.282 3.124 2.026
H 4.105 -1.645 4.038
F 0.591 -4.169 2.345
C 0.542 2.739 6.348
C -0.396 -1.170 -5.970
C -0.112 -2.516 0.833
C 0.503 -2.784 2.202
H -2.138 0.641 7.515
H -1.325 -2.433 3.318
H -6.556 0.611 -0.813
H -0.130 -1.118 3.372
C 0.293 3.797 7.398
H -2.495 0.372 -6.612
C 2.405 -0.126 -2.735
H 4.392 1.847 4.639
O -6.368 1.637 -4.457
O -0.665 1.234 -2.251
H -0.154 -2.072 -6.532
H -0.701 4.212 7.236
C 1.042 4.092 0.316
C 3.569 -0.860 -3.429
H 0.202 -0.079 7.912
H 3.852 -0.078 2.359
H -4.144 -0.137 -6.339
H 0.157 -2.589 4.287
H 4.224 -1.288 -2.673
H -3.455 -0.722 -8.652
H -8.898 0.296 0.029
C 2.885 -3.523 -3.378
C -2.514 -0.422 -1.486
C 2.221 1.113 3.156
H 1.381 0.574 3.590
O -1.433 1.358 0.080
H -2.788 -1.136 -0.716
C 4.696 1.217 3.801
H 0.883 1.908 1.730
S -1.113 0.534 -1.065
H 1.145 1.348 -0.629
H 2.869 -1.143 -0.887
H -2.329 -0.914 -2.439
H 0.279 3.316 0.232
C -1.519 -1.492 -5.015
H 0.366 3.442 8.422
S 1.475 -3.811 -2.647
H 2.329 2.049 3.702
H 4.170 -0.179 -4.028
H -3.803 -2.180 -7.708
H 5.060 1.869 3.004
H 0.848 4.865 -0.429
C -6.745 2.784 -2.415
C 2.908 2.538 1.186
H -7.195 -0.942 -1.299
C 5.276 -6.058 -2.872
H 0.945 4.541 1.306
H -1.744 0.721 9.241
O 0.258 1.449 6.618
H 5.548 0.600 4.095
C 2.626 -0.128 -1.224
H -1.818 2.198 8.272
C -3.129 -1.329 -7.809
H 1.027 4.586 7.257
C 3.540 0.332 3.323
H 5.660 -7.054 -2.736
H -5.947 3.455 -2.721
H -7.701 3.281 -2.569
H 0.471 -0.888 -5.381
H 3.130 4.408 0.212
H -2.136 -1.720 -8.031
O -2.794 -1.274 -5.380
C 4.002 -5.706 -3.088
H 3.120 -6.313 -3.176
H 5.595 -2.904 -3.049
O 0.935 3.012 5.248
H -3.312 0.305 -1.639
H 0.588 1.449 8.674
H 1.955 3.397 -1.759
S 3.066 -2.195 -4.554
H 2.393 -1.309 4.183
H -8.878 1.614 -1.147
O 1.889 0.275 0.982
O -1.307 -1.998 -3.943
N 4.009 -4.331 -3.183
N 6.093 -4.949 -2.818
H 0.357 -1.349 -1.289
H 1.434 -0.527 -3.022
C 0.212 -0.584 -0.522
C -3.139 -0.505 -6.540
Cl -1.741 -3.258 0.710
C -6.691 1.563 -3.305
O 2.633 3.017 -1.191
H 1.518 -2.379 2.186

---

[2]
54
Properties=species:S:1:pos:R:3 method="wB97M-V/def2-TZVPD" homo_lumo_gap_ev="5.89 / 3.28" total_charge=+2 spin_multiplicity=2 lumo_energy_ev="-7.96 / -10.57" s_squared=0.76
Ca 1.872 -1.520 2.128
H 0.785 -0.473 -1.753
O 2.321 -5.369 -0.131
H 3.823 -6.411 -0.870
H 2.900 -7.107 0.562
H -2.954 0.957 -2.022
H -3.123 1.521 -4.318
H 1.158 7.166 2.968
N 1.062 -2.920 0.339
H -2.178 5.638 3.069
H -1.268 4.875 1.774
Br 0.596 0.431 0.429
H 1.633 -3.050 -0.484
H -0.064 6.765 1.722
H -2.962 -0.266 -4.266
C 2.717 0.460 -3.261
H 0.654 0.756 -3.699
H 1.537 -5.306 1.619
C -1.720 3.485 3.517
H -0.690 -5.334 -1.230
O -0.123 5.488 3.316
H 3.164 0.663 -4.234
C -1.378 4.929 2.857
H -2.663 3.243 3.026
C 0.265 -4.151 0.279
O -1.161 1.923 -2.334
H -1.107 -3.575 -1.172
H -0.450 -3.831 1.036
H 2.744 1.406 -2.719
H 2.304 -7.375 -1.079
H -0.495 7.479 3.298
H 0.357 -2.256 0.052
H -0.606 1.664 -1.595
H -1.041 3.192 5.546
H 3.263 -0.309 -2.714
H -1.484 0.802 -4.607
C 0.158 6.770 2.789
C -2.452 0.685 -4.119
H -0.608 2.417 2.111
C 2.859 -6.686 -0.443
C -0.313 -4.319 -1.102
O 0.981 -0.957 -2.558
H 1.187 -0.463 -4.552
C 1.145 -5.303 0.602
C -2.043 0.831 -2.607
H 0.572 -6.230 0.630
C 1.354 -0.066 -3.550
H 0.329 -4.138 -1.964
H -2.489 4.189 5.333
H -1.228 1.456 3.096
H -1.706 -0.092 -2.135
C -1.944 3.326 4.950
H -2.623 2.593 5.385
N -0.866 2.399 3.088

---

[3]
17
Properties=species:S:1:pos:R:3 method="wB97M-V/def2-TZVPD" smiles=CC(C)(C)C#CS homo_lumo_gap_ev=9.08 lumo_energy_ev=0.71 de_lowest_kj_mol=386.5
H 1.062 1.387 0.729
C 0.267 0.971 1.342
C -1.258 -0.975 0.672
C -0.004 -0.120 0.385
H -0.511 1.745 1.656
H 1.904 -1.015 -0.545
H 1.732 -1.407 1.177
C -0.376 0.886 -2.158
C 1.195 -1.225 0.197
S -0.896 1.848 -3.494
H -0.965 -1.524 1.548
C -0.185 0.587 -0.855
H -1.641 -1.669 -0.118
H 0.731 0.774 2.332
H 0.771 -2.193 -0.117
H 0.362 2.318 -3.674
H -2.190 -0.388 0.924

---

Number 1: DFT total energy -3985.14631 a.u.. Number 2: DFT total energy -4138.99893 a.u.. Number 3: DFT total energy -632.66228 a.u..